Entry from the Open Molecules 2025 dataset: a molecular structure, C25H36BClF6N7O6RuS5 (ωB97M-V/def2-TZVPD).

Results
2S+1 ... 5
ΔE to the lowest compared entry with this formula, charge and spin ... 0.0 kJ/mol
HOMO energy (spin up / spin down) ... -11.479 / -11.751 eV
Net charge ... +1
Frontier orbital gap (spin up / spin down) ... 7.90 / 6.22 eV

Each line ends with the Mulliken spin population.
Geometry (Å):
Ru1 -0.215 -0.032 -0.351  2.65
C1 -6.497 1.031 0.327  0.00
C2 -5.224 0.388 -0.225  -0.01
C3 -4.546 1.371 -1.165  0.01
C4 -5.528 -0.905 -0.981  0.00
N1 -4.368 0.005 0.964  0.01
C5 -4.904 -0.820 1.932  0.00
C6 -3.948 -1.057 2.847  0.01
N2 -2.811 -0.386 2.453  -0.01
B1 -1.510 -0.625 3.259  0.00
N3 -0.867 -1.971 2.881  -0.04
C7 -0.270 -2.746 3.847  0.00
C8 0.278 -3.818 3.239  0.01
N4 0.019 -3.706 1.889  0.00
C9 -0.669 -2.561 1.690  0.04
S1 -1.228 -1.997 0.130  0.08
C10 0.481 -4.703 0.855  0.01
C11 1.183 -5.856 1.570  0.00
C12 1.477 -4.023 -0.081  -0.01
C13 -0.730 -5.262 0.110  0.00
N5 -0.531 0.600 3.148  0.10
C14 -0.975 1.812 3.540  0.09
C15 0.042 2.710 3.390  0.11
N6 1.133 2.041 2.946  0.07
C16 0.784 0.719 2.789  -0.11
S2 1.761 -0.547 2.270  0.73
C17 2.401 2.803 2.593  0.00
C18 3.620 1.905 2.427  0.00
C19 2.673 3.777 3.742  0.01
C20 2.112 3.540 1.287  0.00
C21 -3.083 0.250 1.295  0.01
S3 -1.950 1.281 0.465  0.02
H1 -7.116 1.347 -0.512  0.00
H2 -6.260 1.912 0.925  0.00
H3 -7.094 0.347 0.929  0.00
H4 -5.267 1.598 -1.951  0.00
H5 -3.667 0.944 -1.638  -0.01
H6 -4.283 2.305 -0.672  0.00
H7 -6.175 -0.676 -1.827  0.00
H8 -6.042 -1.633 -0.354  0.00
H9 -4.611 -1.345 -1.372  0.00
H10 -5.920 -1.164 1.890  0.00
H11 -3.973 -1.641 3.750  0.00
H12 -1.826 -0.708 4.412  0.01
H13 -0.302 -2.472 4.886  0.00
H14 0.800 -4.653 3.662  0.00
H15 2.078 -5.528 2.100  0.00
H16 1.498 -6.570 0.811  0.00
H17 0.518 -6.380 2.258  0.00
H18 2.325 -3.635 0.486  0.00
H19 1.032 -3.215 -0.654  0.01
H20 1.853 -4.767 -0.785  0.00
H21 -1.454 -5.680 0.811  0.00
H22 -0.394 -6.064 -0.546  0.00
H23 -1.221 -4.514 -0.508  0.00
H24 -1.979 1.968 3.896  0.01
H25 0.040 3.770 3.559  0.01
H26 3.798 1.286 3.306  0.00
H27 4.475 2.571 2.308  0.00
H28 3.561 1.284 1.539  0.01
H29 2.792 3.246 4.687  0.00
H30 1.906 4.541 3.856  0.00
H31 3.605 4.298 3.528  0.00
H32 1.882 2.835 0.488  -0.01
H33 2.996 4.107 0.996  0.00
H34 1.282 4.241 1.398  0.00
Cl1 4.471 1.140 -2.023  0.00
C22 3.420 -0.267 -2.199  0.01
C23 2.268 -0.249 -1.220  0.02
O1 1.235 -0.954 -1.517  0.03
O2 2.282 0.441 -0.190  0.09
H35 4.012 -1.166 -2.027  0.00
H36 3.025 -0.297 -3.210  0.00
F1 -0.734 4.225 -2.539  0.00
C24 -1.222 3.165 -3.177  0.00
F2 -1.201 3.378 -4.473  0.00
F3 -2.471 2.953 -2.773  0.00
S4 -0.156 1.701 -2.745  0.01
O3 0.198 1.936 -1.327  -0.02
O4 0.904 1.692 -3.689  0.00
N7 -1.077 0.431 -2.607  0.04
S5 -1.840 -0.322 -3.803  0.00
O5 -2.982 -0.974 -3.247  0.00
O6 -1.937 0.503 -4.961  0.01
C25 -0.670 -1.691 -4.224  0.00
F4 -1.154 -2.370 -5.254  0.00
F5 -0.546 -2.516 -3.183  0.00
F6 0.522 -1.201 -4.540  0.00